The following is a quantum chemistry calculation of 3 unconnected molecules or ions with the total composition C26H58N4O5PS, from the Open Molecules 2025 dataset.

Results
F_max ... 3.1 eV/A

ORCA input file:
```
! RIJCOSX wB97M-V def2-TZVPD def2/J DEFGRID3
* xyz 1 1
C -5.35 -2.15 -0.35
C -4.87 -1.13 -0.80
C -4.43 0.16 -1.28
C -3.41 -0.02 -2.41
C -2.14 -0.73 -1.90
C -0.91 0.06 -2.36
C -0.50 1.17 -1.31
P -0.06 2.64 -2.34
S -0.12 4.33 -1.39
C 0.58 0.51 -0.46
C 1.75 1.35 0.07
C 2.84 1.65 -0.96
C 2.28 0.82 1.44
C 3.71 0.31 1.47
C 4.06 -0.26 2.86
N 0.80 -0.87 -1.08
C 2.01 -1.66 -0.75
C 2.01 -3.15 -1.25
N 2.76 -3.29 -2.48
N 2.76 -3.93 -0.26
N 0.70 -3.76 -1.33
C 0.39 -0.75 -2.47
O 1.40 -0.22 -3.26
C 1.16 -0.36 -4.67
C 1.61 0.91 -5.36
H -5.80 -3.04 -0.01
H -3.95 0.72 -0.48
H -5.28 0.74 -1.60
H -3.86 -0.54 -3.25
H -3.18 0.99 -2.76
H -2.16 -1.75 -2.25
H -2.22 -0.68 -0.82
H -1.13 0.40 -3.36
H -1.38 1.48 -0.77
H 1.14 2.40 -3.02
H -1.04 2.65 -3.36
H 0.04 0.26 0.45
H 1.30 2.32 0.28
H 2.49 2.47 -1.58
H 3.04 0.84 -1.65
H 3.74 2.03 -0.50
H 2.16 1.60 2.17
H 1.62 0.01 1.76
H 4.37 1.14 1.31
H 3.94 -0.42 0.71
H 4.73 -1.10 2.73
H 3.19 -0.60 3.40
H 4.61 0.48 3.42
H 0.03 -1.40 -0.68
H 2.10 -1.69 0.33
H 2.91 -1.20 -1.10
H 3.19 -4.21 -2.40
H 2.13 -3.39 -3.26
H 3.69 -3.52 -0.16
H 2.33 -3.84 0.65
H 0.26 -3.66 -2.22
H 0.08 -3.54 -0.56
H 0.10 -1.68 -2.96
H 0.13 -0.61 -4.90
H 1.79 -1.17 -5.02
H 0.84 1.67 -5.36
H 1.95 0.68 -6.36
H 2.45 1.29 -4.80
C -2.12 7.72 4.50
O -2.76 7.06 3.42
C -2.74 7.81 2.22
C -1.68 7.30 1.26
O -0.37 7.52 1.77
C 0.21 6.36 2.33
H -2.00 7.00 5.31
H -1.14 8.10 4.21
H -2.74 8.55 4.87
H -2.59 8.87 2.42
H -3.72 7.69 1.75
H -1.76 7.85 0.32
H -1.84 6.24 1.05
H 0.50 5.66 1.54
H -0.48 5.85 3.02
H 1.09 6.66 2.88
C -2.12 -6.89 3.67
O -0.72 -6.89 3.40
C -0.41 -7.12 2.03
C -0.06 -5.84 1.32
O -1.17 -4.95 1.21
C -1.14 -3.91 2.17
H -2.26 -6.49 4.67
H -2.67 -6.26 2.96
H -2.51 -7.91 3.63
H -1.24 -7.62 1.53
H 0.46 -7.78 2.01
H 0.26 -6.07 0.30
H 0.78 -5.34 1.82
H -0.37 -3.16 1.90
H -0.93 -4.28 3.17
H -2.11 -3.42 2.16
*
```

Atom charges from the Mulliken analysis, given in e for atoms 1 to 8: -0.155, -0.219, -0.860, -0.926, -1.180, -1.216, 0.279, 0.186

---

The following is a quantum chemistry calculation of a molecular structure, C26H60FIN8NbO9, from the Open Molecules 2025 dataset.

Results
F_max ... 2.1 eV/A

ORCA input file:
```
! RIJCOSX wB97M-V def2-TZVPD def2/J DEFGRID3
* xyz -1 1
O 6.64 -1.41 -0.44
C 7.06 -2.52 -0.27
F 7.27 -3.33 -1.33
N 7.45 -3.12 0.89
C 6.76 -4.44 1.31
O 7.49 -5.27 1.78
Nb 4.49 -4.92 1.18
C 2.28 -4.85 0.87
C 1.60 -3.55 1.35
C 1.24 -2.50 0.30
I 2.34 -2.46 -1.53
H 7.19 -2.44 1.60
H 4.38 -4.94 3.04
H 4.45 -3.07 1.06
H 4.78 -5.06 -0.63
H 4.72 -6.75 1.20
H 1.98 -5.12 -0.14
H 1.95 -5.65 1.53
H 2.25 -3.09 2.09
H 0.67 -3.80 1.86
H 1.39 -1.51 0.72
H 0.19 -2.57 0.03
C -1.34 -2.30 3.35
O -1.38 -3.40 3.86
N -2.24 -1.83 2.47
C -2.14 -0.50 1.89
C -3.33 -2.70 2.08
H -0.55 -1.57 3.58
H -3.03 0.10 2.12
H -2.03 -0.59 0.80
H -1.27 0.01 2.28
H -3.93 -2.98 2.95
H -2.95 -3.62 1.63
H -3.96 -2.18 1.36
C -5.30 1.91 2.19
O -4.20 1.61 2.64
N -6.00 2.98 2.56
C -7.30 3.29 1.98
C -5.46 3.87 3.57
H -5.80 1.30 1.41
H -7.26 4.26 1.49
H -8.06 3.30 2.76
H -7.56 2.54 1.23
H -4.50 4.27 3.23
H -5.29 3.32 4.50
H -6.13 4.69 3.76
C 7.79 -3.90 -6.26
O 6.83 -3.16 -6.30
N 8.61 -4.06 -5.20
C 9.74 -4.96 -5.23
C 8.36 -3.30 -3.98
H 8.09 -4.53 -7.12
H 9.62 -5.72 -4.45
H 10.67 -4.41 -5.05
H 9.81 -5.46 -6.20
H 7.38 -3.54 -3.59
H 8.39 -2.23 -4.19
H 9.11 -3.55 -3.24
C -5.79 6.85 6.10
O -6.00 6.00 5.25
N -4.59 7.44 6.28
C -4.37 8.44 7.30
C -3.49 7.04 5.42
H -6.56 7.21 6.79
H -4.05 9.38 6.84
H -3.60 8.11 8.00
H -5.29 8.62 7.85
H -3.74 7.23 4.37
H -3.29 5.97 5.52
H -2.60 7.60 5.69
C -8.98 5.04 -1.21
O -7.89 4.74 -0.74
N -9.70 6.11 -0.84
C -10.99 6.41 -1.44
C -9.16 7.00 0.18
H -9.47 4.43 -1.99
H -10.96 7.39 -1.93
H -11.77 6.42 -0.67
H -11.23 5.66 -2.18
H -8.20 7.40 -0.14
H -9.00 6.45 1.11
H -9.86 7.81 0.36
C 13.28 -5.99 -4.12
O 13.32 -4.96 -4.75
N 13.44 -6.08 -2.79
C 13.36 -7.35 -2.08
C 13.70 -4.86 -2.04
H 13.08 -6.97 -4.60
H 12.56 -7.32 -1.34
H 14.31 -7.55 -1.57
H 13.17 -8.15 -2.79
H 12.87 -4.16 -2.17
H 14.61 -4.39 -2.39
H 13.80 -5.11 -0.98
C -8.14 1.15 -4.25
O -9.22 1.49 -3.81
N -7.02 1.87 -4.16
C -5.75 1.42 -4.71
C -7.09 3.15 -3.48
H -8.00 0.19 -4.78
H -5.01 1.33 -3.92
H -5.39 2.12 -5.46
H -5.88 0.45 -5.18
H -7.42 3.01 -2.45
H -7.81 3.80 -3.99
H -6.11 3.63 -3.48
*
```

Atom charges from the Mulliken analysis, given in e for atoms 1 to 8: -0.518, 0.609, -0.219, -0.312, 0.268, -0.445, -0.551, -1.583

---

no.,HOMO energy (eV)
1,-10.566
2,-4.768